Here is an isolated molecule of C3H3N3 in a non-equilibrium geometry from OMol25. Energies are from ωB97M-V/def2-TZVPD.

```
9
Properties=species:S:1:pos:R:3:forces:R:3:lowdin_charge:R:1
N 0.97575 -0.98330 -0.02228 0.95 0.30 1.68 -0.044
N -1.66199 1.06055 0.41246 -0.07 -0.21 0.29 0.167
N 0.05179 -1.11213 -0.94034 -1.54 0.13 -1.90 -0.191
C -0.83397 -0.97881 -1.70651 0.69 -0.44 0.64 0.024
C 0.66616 0.19801 0.89027 -0.98 -0.72 -2.38 -0.053
C -0.49996 0.77160 0.62655 0.24 -0.30 -0.09 -0.217
H 1.88544 -1.26891 -0.43725 -0.67 1.16 1.10 0.155
H 1.31720 0.67424 1.56548 1.13 -0.21 0.50 0.078
H -1.90042 1.63875 -0.38836 0.25 0.30 0.14 0.082
```
Positions in Å, forces in eV/Å.

## Properties
**E_HOMO**: -0.31287 hartree
**Charge**: 0
**LUMO level**: 0.024 hartree
**Electronic energy**: -7625.0787 eV
**Molecular weight**: 81.1 g/mol
**Energy above the lowest of the compared OMol25 structures with the same formula, charge and spin**: 4.471 eV

Here is an isolated molecule of C3H3N3 in a non-equilibrium geometry from OMol25. Energies are from ωB97M-V/def2-TZVPD.

```
9
Properties=species:S:1:pos:R:3:forces:R:3:lowdin_charge:R:1
N -2.04317 -0.74224 -0.09042 -1.08 -0.40 -0.29 0.272
N -0.26399 0.80502 -0.96667 -1.33 0.42 -1.62 0.105
N 2.12475 -1.74702 0.78648 -0.30 0.34 0.01 0.137
C 1.24362 -0.99203 0.83012 -0.57 0.18 -0.12 -0.246
C -0.97290 -0.16643 -0.07897 3.23 2.11 -0.46 -0.508
C 0.17486 -0.05492 0.81839 0.81 -2.02 2.68 -0.068
H 0.18191 0.71009 1.59325 -0.13 -0.11 -0.33 0.113
H -0.63144 1.74815 -1.08855 -0.28 -0.46 -0.06 0.096
H 0.18636 0.43939 -1.80363 -0.36 -0.07 0.20 0.101
```
Positions in Å, forces in eV/Å.

## Properties
**E_HOMO (alpha / beta)**: -0.39556 / -0.30342 hartree
**Charge**: 0
**LUMO level (alpha / beta)**: -0.028 / -0.066 hartree
**Electronic energy**: -7624.8749 eV
**Molecular weight**: 81.1 g/mol
**Energy above the lowest of the compared OMol25 structures with the same formula, charge and spin**: 4.675 eV

Here is an isolated molecule of C3H3N3 in a non-equilibrium geometry from OMol25. Energies are from ωB97M-V/def2-TZVPD.

```
9
Properties=species:S:1:pos:R:3:forces:R:3:lowdin_charge:R:1
N 0.80211 -2.27495 -0.72907 -0.38 1.39 0.32 0.153
N 0.01949 0.89221 -0.79323 -0.60 2.06 -0.02 0.033
N -1.84491 0.21269 1.94849 0.96 0.02 -0.65 0.174
C 0.25190 0.08935 0.36731 0.43 -0.67 -1.37 -0.365
C 0.53335 -1.24859 -0.26111 0.35 -1.66 1.45 -0.175
C -0.91319 0.16600 1.26786 -0.75 -0.50 0.55 -0.159
H -0.79617 0.63706 -1.31936 -0.10 -0.16 -0.11 0.093
H 1.13487 0.46826 0.90053 -0.19 -0.32 -0.09 0.155
H 0.81254 1.05798 -1.38141 0.28 -0.16 -0.06 0.090
```
Positions in Å, forces in eV/Å.

## Properties
**E_HOMO**: -0.39072 hartree
**Charge**: 0
**LUMO level**: 0.015 hartree
**SMILES string**: N#CC(N)C#N
**Electronic energy**: -7628.3373 eV
**Molecular weight**: 81.1 g/mol
**Energy above the lowest of the compared OMol25 structures with the same formula, charge and spin**: 1.212 eV

Here is a 3-piece molecular cluster, C3H3N3 overall in a non-equilibrium geometry from OMol25. Energies are from ωB97M-V/def2-TZVPD.

```
9
Properties=species:S:1:pos:R:3:forces:R:3:lowdin_charge:R:1
N -0.73538 -2.89851 0.11185 -1.20 1.36 0.41 0.030
N 2.03616 -1.43761 -0.04376 0.04 1.09 0.14 0.046
N -1.41890 -2.06938 0.35336 1.16 -1.47 -0.41 0.018
C -1.44037 1.11235 -0.00930 0.52 0.42 -0.13 -0.019
C -0.54144 1.87093 -0.26012 -0.53 -0.34 0.11 -0.029
C 2.03272 -0.29563 0.11530 0.05 -0.96 -0.12 -0.095
H 2.03396 0.76330 0.26763 -0.02 -0.17 0.00 0.035
H -2.22422 0.42375 0.21170 0.09 0.09 -0.02 -0.002
H 0.23726 2.55963 -0.49406 -0.10 -0.02 0.00 0.016
```
Positions in Å, forces in eV/Å.

## Properties
**E_HOMO**: -0.40471 hartree
**Charge**: 0
**LUMO level**: 0.035 hartree
**SMILES string**: C#C.C#N.N#N
**Electronic energy**: -7627.6409 eV
**Molecular weight**: 81.1 g/mol
**Energy above the lowest of the compared OMol25 structures with the same formula, charge and spin**: 1.909 eV

Here is a 2-piece molecular cluster, C3H3N3O overall in a non-equilibrium geometry from OMol25. Energies are from ωB97M-V/def2-TZVPD.

```
10
Properties=species:S:1:pos:R:3:forces:R:3:lowdin_charge:R:1
O -1.84045 0.29351 1.01311 -3.16 -2.14 -1.63 0.160
N -0.28551 1.56490 2.18652 -3.01 -0.55 -0.71 0.237
N 0.68827 -1.71096 0.79126 1.72 -3.80 1.30 0.114
N -0.39101 0.79026 -1.66760 0.50 1.79 1.29 0.138
C -1.05427 0.85913 1.59890 3.67 2.78 2.29 -0.472
C 0.07224 0.08097 -0.78227 0.10 -0.96 -0.82 -0.193
C 0.34314 -1.04664 -0.15464 -0.98 1.05 -1.57 -0.224
H 0.60286 1.75748 2.48094 2.12 0.07 0.53 0.053
H 0.68049 -2.80670 0.62224 -0.56 2.75 0.48 0.129
H -1.08237 0.43542 -2.27790 -0.39 -0.98 -1.16 0.059
```
Positions in Å, forces in eV/Å.

## Properties
**E_HOMO**: -0.30022 hartree
**Charge**: 0
**LUMO level**: -0.014 hartree
**SMILES string**: N=C=C=N.N=C=O
**Electronic energy**: -9673.6139 eV
**Molecular weight**: 97.1 g/mol
**Energy above the lowest of the compared OMol25 structures with the same formula, charge and spin**: 3.840 eV

Here is a 2-piece molecular cluster, C3H3N3O overall in a non-equilibrium geometry from OMol25. Energies are from ωB97M-V/def2-TZVPD.

```
10
Properties=species:S:1:pos:R:3:forces:R:3:lowdin_charge:R:1
O 0.10381 0.41420 1.08819 -0.53 -0.70 0.56 -0.060
N -1.10949 1.18869 -0.51364 -1.34 -1.17 -0.07 0.025
N -0.14287 1.40972 0.22442 1.95 2.72 -0.69 -0.023
N 2.48837 -0.16166 -0.85566 -0.21 0.23 -0.80 0.056
C -0.82985 -0.48990 0.84719 -1.98 -0.53 0.29 -0.160
C 2.49618 -0.75599 0.13651 0.27 -0.48 0.67 -0.066
C -1.65566 -0.03617 -0.12473 -1.14 -1.19 -1.24 -0.111
H -2.57718 -0.56640 -0.62252 2.16 1.47 1.16 0.143
H -1.05841 -1.25228 1.56203 0.70 -0.50 0.08 0.121
H 2.28509 0.24978 -1.74179 0.12 0.14 0.04 0.075
```
Positions in Å, forces in eV/Å.

## Properties
**E_HOMO**: -0.39027 hartree
**Charge**: 0
**LUMO level**: 0.037 hartree
**Electronic energy**: -9673.4470 eV
**Molecular weight**: 97.1 g/mol
**Energy above the lowest of the compared OMol25 structures with the same formula, charge and spin**: 4.007 eV

Here is C3H3N3O as an isolated structure in a non-equilibrium geometry from OMol25. Energies are from ωB97M-V/def2-TZVPD.

```
10
Properties=species:S:1:pos:R:3:forces:R:3:lowdin_charge:R:1
O -0.78245 1.06944 0.98353 -0.96 1.26 -0.79 -0.082
N -1.24805 2.06798 -0.07026 1.03 -0.84 0.80 0.092
N 2.31917 -0.61066 0.73207 -0.61 -0.05 -0.15 0.181
N -1.25289 1.28463 -1.01630 0.01 -0.43 0.83 0.066
C -1.02924 0.12814 -0.05326 -0.21 -0.02 -1.07 -0.394
C -0.00741 -0.91961 -0.22593 0.27 0.17 -0.08 -0.049
C 1.22139 -0.72337 0.22178 0.44 0.03 0.02 -0.154
H 3.07084 -0.17321 0.20382 -0.13 -0.06 -0.05 0.090
H -0.24750 -1.84337 -0.74386 0.07 0.16 0.14 0.110
H -2.04386 -0.27997 -0.03159 0.08 -0.22 0.35 0.140
```
Positions in Å, forces in eV/Å.

## Properties
**E_HOMO**: -0.35151 hartree
**Charge**: 0
**LUMO level**: 0.021 hartree
**Electronic energy**: -9672.7199 eV
**Molecular weight**: 97.1 g/mol
**Energy above the lowest of the compared OMol25 structures with the same formula, charge and spin**: 4.734 eV

Here is an isolated molecule of C3H3N3O from OMol25. Energies are from ωB97M-V/def2-TZVPD.

```
10
Properties=species:S:1:pos:R:3:forces:R:3:lowdin_charge:R:1
O 1.87185 -0.44925 -0.12368 0.05 -0.30 -0.07 -0.111
N 1.29813 0.88043 -0.14558 -0.12 0.26 0.13 -0.007
N 0.07088 1.26535 0.10627 -0.10 -0.22 -0.04 0.035
N -0.08714 -1.53046 0.03943 0.16 0.21 0.21 0.067
C -1.04303 0.60148 -0.04105 0.05 0.03 0.04 -0.143
C 1.03860 -1.31752 0.60295 -0.43 0.08 -0.20 -0.078
C -1.12657 -0.80875 -0.23557 0.19 -0.02 -0.02 -0.117
H -1.94161 1.20993 0.00673 0.13 -0.08 0.03 0.100
H 1.94758 1.43189 0.40473 -0.07 -0.02 -0.08 0.145
H -2.02868 -1.28310 -0.61423 0.15 0.06 0.00 0.110
```
Positions in Å, forces in eV/Å.

## Properties
**E_HOMO (alpha / beta)**: -0.33053 / -0.33056 hartree
**Charge**: 0
**LUMO level (alpha / beta)**: -0.026 / -0.026 hartree
**Electronic energy**: -9671.2604 eV
**Molecular weight**: 97.1 g/mol
**Energy above the lowest of the compared OMol25 structures with the same formula, charge and spin**: 6.194 eV

Here is a 2-piece molecular cluster, C3H3N3O overall in a non-equilibrium geometry from OMol25. Energies are from ωB97M-V/def2-TZVPD.

```
10
Properties=species:S:1:pos:R:3:forces:R:3:lowdin_charge:R:1
O -0.12217 0.35250 1.96315 0.01 0.34 -0.37 -0.004
N -1.19572 -0.80890 -1.52186 0.35 0.61 0.40 0.176
N 0.74886 -2.39495 -0.03125 0.67 0.37 1.81 0.038
N 1.06530 -2.11086 0.98477 -0.44 -0.61 -1.68 0.074
C 0.11203 1.22014 1.14773 -0.09 -0.22 0.17 -0.308
C -0.07237 1.11079 -0.30281 -0.09 -0.05 -0.09 -0.075
C -0.61730 0.06510 -0.91082 -0.27 -0.30 -0.40 -0.182
H 0.23260 1.93126 -0.94306 -0.01 -0.03 0.08 0.102
H -0.64460 -1.59110 -1.87062 -0.10 0.05 0.07 0.065
H 0.50072 2.20951 1.46521 -0.02 -0.15 0.00 0.115
```
Positions in Å, forces in eV/Å.

## Properties
**E_HOMO**: -0.35668 hartree
**Charge**: 0
**LUMO level**: 0.018 hartree
**SMILES string**: N=C=CC=O.N#N
**Electronic energy**: -9676.5951 eV
**Molecular weight**: 97.1 g/mol
**Energy above the lowest of the compared OMol25 structures with the same formula, charge and spin**: 0.859 eV

Here is a 2-piece molecular cluster, C3H3N3O overall in a non-equilibrium geometry from OMol25. Energies are from ωB97M-V/def2-TZVPD.

```
10
Properties=species:S:1:pos:R:3:forces:R:3:lowdin_charge:R:1
O 1.75282 -1.55205 0.01285 -0.15 0.13 -0.38 -0.004
N -0.04980 -0.53290 1.88858 -1.42 -0.26 2.32 0.079
N -0.93745 -0.26683 2.48186 1.63 -1.32 -0.12 0.106
N -1.07432 1.55517 0.68079 1.01 0.46 -1.36 0.147
C 1.20550 -0.99856 -0.91616 0.10 -0.31 0.24 -0.316
C -0.44697 0.70698 0.09028 -0.86 1.59 -1.12 -0.251
C 0.18291 0.03478 -0.86212 0.05 -0.06 -0.05 -0.085
H 1.50488 -1.21802 -1.96137 -0.02 -0.06 0.13 0.113
H -0.13371 0.49997 -1.79232 0.50 0.05 -0.21 0.115
H -2.00387 1.77143 0.37762 -0.83 -0.22 0.56 0.097
```
Positions in Å, forces in eV/Å.

## Properties
**E_HOMO**: -0.34136 hartree
**Charge**: 0
**LUMO level**: -0.014 hartree
**SMILES string**: N=C=CC=O.N#N
**Electronic energy**: -9675.0406 eV
**Molecular weight**: 97.1 g/mol
**Energy above the lowest of the compared OMol25 structures with the same formula, charge and spin**: 2.414 eV